# 1
{"formula": "C3H2F2N2S", "method": "ωB97M-V/def2-TZVPD", "elements": ["C", "C", "C", "N", "N", "F", "F", "S", "H", "H"], "coordinates": [[1.44, 0.24, -1.43], [0.54, -0.44, -1.04], [-0.53, -1.29, -0.48], [0.34, 2.19, 0.85], [-0.40, 1.83, 1.62], [-1.57, -0.43, 0.00], [-0.07, -1.93, 0.59], [-1.46, 1.38, 2.59], [2.45, 0.57, -1.47], [-0.76, -2.11, -1.23]], "de_lowest_ev": 3.088, "gap_ev": 10.49, "smiles": "N#[N+][S-].C#CC(F)F", "molar_mass_g_mol": 136.126, "e_lumo_ha": 0.029, "homo_energy_ha": -0.35683}

# 2
{"formula": "C8H11BN5SV", "method": "ωB97M-V/def2-TZVPD", "elements": ["V", "N", "C", "S", "N", "N", "C", "C", "C", "C", "C", "C", "N", "H", "H", "H", "H", "H", "H", "H", "B", "C", "N", "H", "H", "H", "H"], "coordinates": [[-0.68, 1.06, -0.60], [-3.65, 3.59, 1.42], [-2.69, 2.69, 1.11], [-2.79, 2.12, -0.50], [-1.84, 2.23, 1.97], [-0.96, 1.33, 1.38], [-0.59, 0.40, 2.18], [0.24, -0.63, 1.58], [0.76, -1.68, 2.31], [1.51, -2.62, 1.62], [1.68, -2.48, 0.24], [1.11, -1.38, -0.39], [0.39, -0.44, 0.25], [-4.38, 3.50, 0.72], [-3.97, 3.46, 2.37], [-0.89, 0.34, 3.24], [0.60, -1.76, 3.38], [1.95, -3.47, 2.14], [2.25, -3.20, -0.34], [1.20, -1.22, -1.46], [2.30, -0.78, -3.75], [1.33, -0.18, -2.71], [0.59, 0.28, -1.94], [3.34, -0.20, -3.69], [2.47, -1.93, -3.50], [1.84, -0.67, -4.84], [-1.13, 1.65, -2.19]], "gap_ev": [6.10, 7.43], "molar_mass_g_mol": 271.034, "charge": -1, "e_lumo_ha": [0.110, 0.098], "multiplicity": 4, "homo_energy_ha": [-0.11374, -0.17456]}

# 3
{"formula": "C2H5FN2S", "method": "ωB97M-V/def2-TZVPD", "elements": ["C", "C", "H", "H", "H", "H", "H", "N", "N", "F", "S"], "coordinates": [[0.23, -0.44, 0.16], [-0.93, -0.39, -0.88], [0.03, 3.11, 1.02], [1.42, 0.11, 1.27], [0.46, -2.30, 0.22], [-1.81, -0.14, -0.41], [-0.58, 0.35, -1.61], [0.55, 0.66, 0.87], [0.82, -1.48, 0.56], [-0.80, -1.66, -1.33], [0.61, 2.19, 0.14]], "de_lowest_ev": 1.264, "gap_ev": 9.86, "smiles": "[H]/N=C(\\CF)NS", "molar_mass_g_mol": 108.141, "e_lumo_ha": 0.023, "homo_energy_ha": -0.33991}

# 4
{"formula": "C10H27F3NO10S3", "method": "ωB97M-V/def2-TZVPD", "elements": ["N", "H", "H", "H", "H", "C", "F", "F", "F", "S", "O", "O", "O", "C", "C", "C", "O", "H", "H", "H", "H", "H", "H", "H", "O", "S", "O", "O", "C", "C", "C", "H", "H", "H", "H", "H", "H", "H", "H", "O", "S", "O", "O", "C", "C", "C", "H", "H", "H", "H", "H", "H", "H", "H"], "coordinates": [[0.71, -0.46, 1.05], [1.35, -0.57, 0.26], [1.10, -0.93, 1.89], [-0.15, -1.06, 0.86], [0.40, 0.50, 1.25], [0.61, -1.18, 5.92], [1.26, -2.31, 6.23], [-0.62, -1.50, 5.48], [0.50, -0.43, 7.04], [1.50, -0.20, 4.57], [2.69, 0.38, 5.20], [1.75, -1.20, 3.56], [0.50, 0.79, 4.18], [-3.14, -2.45, -1.23], [-1.70, -2.10, -0.80], [-1.13, -1.11, -1.86], [-1.64, -1.68, 0.49], [-3.69, -1.53, -1.46], [-3.62, -3.12, -0.52], [-3.14, -2.92, -2.23], [-1.07, -3.00, -0.95], [-1.78, -0.23, -1.99], [-1.01, -1.58, -2.84], [-0.14, -0.78, -1.54], [3.46, 2.04, -2.15], [3.31, 0.61, -2.12], [2.68, -0.05, -1.01], [2.44, 0.25, -3.45], [2.10, -1.11, -3.70], [1.27, -1.23, -4.95], [4.89, -0.19, -2.51], [1.59, -1.55, -2.85], [3.01, -1.69, -3.90], [0.29, -0.78, -4.82], [1.15, -2.28, -5.23], [1.82, -0.74, -5.76], [5.56, -0.08, -1.66], [5.18, 0.25, -3.46], [4.66, -1.25, -2.61], [-0.15, 2.12, 1.01], [-0.94, 3.13, 1.70], [-0.41, 4.44, 1.84], [-2.37, 3.24, 1.00], [-3.01, 2.00, 0.57], [-3.43, 2.20, -0.86], [-1.40, 2.49, 3.31], [-3.86, 1.79, 1.21], [-2.33, 1.16, 0.71], [-4.01, 1.34, -1.21], [-2.59, 2.39, -1.52], [-4.07, 3.08, -0.94], [-1.48, 1.41, 3.20], [-2.32, 2.94, 3.65], [-0.56, 2.73, 3.96]], "de_lowest_ev": 0.000, "gap_ev": 6.36, "molar_mass_g_mol": 474.518, "charge": -1, "e_lumo_ha": 0.071, "homo_energy_ha": -0.16308}

# 5
{"formula": "Cl2O2S", "method": "ωB97M-V/def2-TZVPD", "elements": ["O", "O", "S", "Cl", "Cl"], "coordinates": [[1.59, 0.52, -0.36], [-0.97, 0.38, 0.10], [0.56, -0.43, -0.09], [-1.64, 0.63, -1.47], [0.46, -1.09, 1.82]], "de_lowest_ev": 1.165, "gap_ev": 10.25, "molar_mass_g_mol": 134.971, "e_lumo_ha": -0.028, "homo_energy_ha": -0.40508}

# 6
{"formula": "C21H14AuBrCl5N2Se", "method": "ωB97M-V/def2-TZVPD", "elements": ["Au", "Br", "C", "C", "C", "C", "C", "C", "C", "C", "C", "C", "H", "H", "H", "H", "H", "H", "Cl", "C", "C", "C", "Cl", "C", "Cl", "C", "Cl", "C", "Cl", "C", "N", "C", "C", "N", "C", "C", "Se", "H", "H", "H", "H", "H", "H", "H", "H"], "coordinates": [[-0.12, 0.60, -0.20], [2.62, 0.54, -1.88], [2.61, 2.33, -1.25], [3.87, 2.92, -1.09], [4.00, 4.26, -0.83], [2.86, 5.07, -0.80], [1.53, 4.52, -0.98], [0.41, 5.35, -1.13], [-0.83, 4.69, -1.19], [-1.00, 3.33, -1.00], [0.11, 2.53, -0.95], [1.38, 3.07, -1.15], [4.74, 2.29, -1.22], [4.97, 4.66, -0.60], [2.97, 6.15, -0.76], [0.44, 6.44, -1.09], [-1.76, 5.23, -1.31], [-2.01, 2.91, -0.96], [-3.40, 0.32, -0.21], [-2.73, 0.42, 1.35], [-1.37, 0.30, 1.49], [-0.82, 0.31, 2.80], [0.87, 0.18, 3.09], [-1.61, 0.41, 3.98], [-0.94, 0.65, 5.52], [-3.00, 0.51, 3.81], [-4.01, 0.76, 5.20], [-3.59, 0.43, 2.50], [-5.27, 0.31, 2.19], [-2.31, -4.73, 0.15], [-1.02, -4.83, -0.45], [-0.51, -5.91, -1.23], [0.67, -5.52, -1.71], [0.96, -4.24, -1.22], [2.16, -3.39, -1.44], [-0.10, -3.84, -0.49], [-0.34, -2.23, 0.33], [-2.33, -3.88, 0.88], [-2.50, -5.67, 0.65], [-3.16, -4.58, -0.52], [-1.09, -6.87, -1.27], [1.27, -6.12, -2.43], [2.85, -4.11, -1.96], [2.54, -2.96, -0.47], [1.98, -2.62, -2.17]], "de_lowest_ev": 0.451, "gap_ev": [8.03, 3.69], "molar_mass_g_mol": 827.453, "charge": 1, "e_lumo_ha": [-0.092, -0.245], "multiplicity": 3, "homo_energy_ha": [-0.38670, -0.38022]}

# 7
{"formula": "C10H40N8O10", "method": "ωB97M-V/def2-TZVPD", "elements": ["C", "O", "H", "H", "H", "H", "C", "O", "H", "H", "H", "H", "C", "O", "H", "H", "H", "H", "C", "O", "H", "H", "H", "H", "C", "O", "H", "H", "H", "H", "C", "O", "H", "H", "H", "H", "C", "O", "N", "N", "H", "H", "H", "H", "C", "O", "N", "N", "H", "H", "H", "H", "C", "O", "N", "N", "H", "H", "H", "H", "C", "O", "N", "N", "H", "H", "H", "H"], "coordinates": [[6.29, -1.46, 1.80], [7.31, -0.46, 1.77], [5.68, -1.43, 2.71], [5.62, -1.33, 0.95], [6.65, -2.47, 1.58], [7.99, -0.60, 2.42], [-0.60, 7.97, 0.78], [-0.19, 6.70, 1.07], [-0.44, 8.15, -0.29], [-1.68, 7.97, 0.94], [-0.06, 8.73, 1.35], [-0.92, 6.14, 0.79], [-4.15, 3.45, -1.41], [-3.13, 3.27, -0.36], [-3.88, 4.35, -1.96], [-4.19, 2.60, -2.08], [-5.14, 3.68, -1.03], [-3.57, 2.80, 0.36], [1.20, -6.56, 3.67], [2.19, -5.76, 3.09], [0.96, -7.33, 2.94], [1.63, -7.02, 4.56], [0.30, -5.98, 3.89], [1.80, -5.10, 2.51], [0.87, 4.68, -4.44], [2.17, 5.06, -4.08], [0.30, 5.57, -4.71], [0.77, 3.98, -5.27], [0.33, 4.21, -3.61], [2.79, 4.33, -3.99], [2.32, 0.07, -7.25], [1.09, 0.28, -8.03], [2.17, -0.04, -6.18], [2.81, -0.85, -7.58], [3.00, 0.90, -7.41], [1.39, 0.21, -8.94], [-2.89, -2.14, -5.08], [-3.64, -2.79, -4.37], [-1.67, -2.47, -5.32], [-3.27, -1.18, -5.89], [-1.10, -1.92, -5.94], [-1.34, -3.32, -4.89], [-2.54, -0.65, -6.35], [-4.14, -0.71, -5.68], [0.68, -0.94, 0.03], [0.84, -2.12, 0.19], [0.60, -0.35, -1.16], [0.65, -0.07, 0.97], [0.32, 0.62, -1.18], [0.63, -0.94, -1.99], [0.80, -0.40, 1.91], [0.38, 0.88, 0.76], [1.82, -1.00, 7.90], [1.46, 0.08, 7.51], [2.90, -1.62, 7.48], [1.36, -1.54, 9.00], [3.33, -2.38, 7.99], [3.56, -1.06, 6.95], [0.87, -0.96, 9.67], [1.60, -2.50, 9.21], [-5.07, -1.87, 2.37], [-4.74, -0.69, 2.21], [-4.50, -2.87, 1.71], [-5.92, -2.35, 3.25], [-3.70, -2.58, 1.16], [-4.47, -3.86, 1.90], [-6.12, -3.34, 3.28], [-6.38, -1.67, 3.83]], "de_lowest_ev": 3.380, "gap_ev": 9.84, "smiles": "NC(N)=O.NC(N)=O.NC(N)=O.NC(N)=O.CO.CO.CO.CO.CO.CO", "molar_mass_g_mol": 432.476, "e_lumo_ha": 0.003, "homo_energy_ha": -0.35901}

# 8
{"formula": "C2H8O2", "method": "ωB97M-V/def2-TZVPD", "elements": ["O", "H", "H", "H", "C", "O", "C", "H", "H", "H", "H", "H"], "coordinates": [[2.29, 2.46, 0.57], [2.45, 1.91, -0.19], [1.63, 2.00, 1.08], [-0.59, 1.43, 2.03], [-0.86, -1.66, -0.33], [-2.15, -1.51, -0.30], [0.13, -0.39, -0.55], [-0.32, -2.51, -0.05], [0.99, -0.60, -1.14], [0.36, -0.13, 0.45], [-0.45, 0.44, -0.91], [-0.82, 2.13, 1.88]], "de_lowest_ev": 1.813, "gap_ev": 10.79, "smiles": "[H][H].CC=O.O", "molar_mass_g_mol": 64.084, "e_lumo_ha": 0.020, "homo_energy_ha": -0.37684}

# 9
{"formula": "C20H20ClN5O3S", "method": "ωB97M-V/def2-TZVPD", "elements": ["O", "O", "Cl", "N", "N", "N", "N", "O", "C", "C", "C", "C", "C", "C", "C", "C", "C", "C", "C", "C", "C", "C", "N", "C", "C", "C", "C", "C", "C", "S", "H", "H", "H", "H", "H", "H", "H", "H", "H", "H", "H", "H", "H", "H", "H", "H", "H", "H", "H", "H"], "coordinates": [[0.53, -0.45, -5.28], [-1.41, 0.41, -4.09], [1.15, -4.76, 7.21], [0.53, 4.14, -5.23], [1.59, -4.29, 4.64], [-0.10, -0.56, 2.18], [1.30, -2.02, 1.07], [-1.25, 1.08, 0.96], [0.73, -1.57, 2.19], [1.53, 4.54, -4.41], [1.45, -3.55, 3.54], [0.10, 2.88, -5.11], [1.10, -3.76, 5.77], [-0.40, 0.01, 1.03], [1.07, -1.44, -0.10], [2.13, 3.74, -3.45], [0.46, -2.51, 5.84], [0.44, -1.72, 4.69], [1.66, 2.43, -3.36], [0.92, -2.27, 3.49], [0.16, -0.40, -0.17], [0.63, 2.02, -4.19], [0.61, -0.24, -2.60], [-0.29, 0.18, -1.47], [-3.38, 0.04, 1.48], [-2.88, 2.48, 1.93], [1.80, -1.99, -1.30], [1.06, -1.65, -2.59], [-2.30, 1.07, 1.91], [0.04, 0.34, -4.12], [1.87, 5.55, -4.54], [1.69, -4.03, 2.62], [-0.79, 2.65, -5.71], [2.97, 4.09, -2.87], [0.02, -2.16, 6.76], [-0.03, -0.75, 4.71], [2.11, 1.70, -2.66], [-0.19, 1.25, -1.44], [-1.33, -0.06, -1.63], [-3.66, 0.14, 0.42], [-4.30, 0.10, 2.13], [-2.99, -0.99, 1.59], [-2.07, 3.17, 2.17], [-3.28, 2.72, 0.97], [-3.66, 2.51, 2.68], [2.82, -1.61, -1.30], [1.92, -3.09, -1.18], [1.69, -1.84, -3.44], [0.19, -2.30, -2.66], [-1.96, 0.81, 2.91]], "de_lowest_ev": 0.000, "gap_ev": 9.07, "smiles": "CC(C)Oc1nc(-c2ccc(Cl)nc2)nc2c1CN(S(=O)(=O)c1cccnc1)CC2", "molar_mass_g_mol": 445.932, "e_lumo_ha": -0.004, "homo_energy_ha": -0.33745}

- Which formula does entry 1 have?
  C3H2F2N2S